{"formula": "C8H12BeBrF3N5OS2", "method": "ωB97M-V with the def2-TZVPD basis set", "spin_multiplicity": 1, "charge": 1, "e_tot_ha": -4345.745920, "elements": ["Be", "O", "C", "C", "C", "N", "C", "Br", "C", "H", "H", "H", "H", "N", "C", "N", "S", "H", "H", "H", "H", "N", "C", "N", "S", "H", "H", "H", "H", "F", "C", "F", "F"], "coordinates": [[-0.538, 1.366, 0.033], [4.789, 3.276, -0.665], [3.617, 2.674, -0.598], [3.445, 1.282, -0.583], [2.177, 0.753, -0.523], [1.085, 1.520, -0.466], [1.256, 2.842, -0.442], [-0.368, 3.760, -0.232], [2.466, 3.478, -0.518], [5.534, 2.662, -0.742], [4.304, 0.628, -0.612], [1.993, -0.312, -0.515], [2.562, 4.551, -0.504], [-3.836, -1.280, -0.491], [-3.189, -0.256, 0.054], [-3.346, -0.004, 1.344], [-2.239, 0.697, -1.000], [-4.516, -1.810, 0.031], [-3.751, -1.435, -1.482], [-3.888, -0.612, 1.938], [-2.913, 0.790, 1.786], [-0.680, -3.334, 0.520], [-0.351, -3.158, -0.775], [-0.411, -4.218, -1.592], [0.040, -1.650, -1.358], [-0.715, -4.263, 0.911], [-0.508, -2.568, 1.152], [-0.588, -5.149, -1.253], [-0.178, -4.096, -2.561], [-0.345, -0.286, 2.213], [-0.383, 1.044, 1.868], [0.792, 1.544, 2.336], [-1.318, 1.561, 2.729]], "forces_ev_per_angstrom": [[-0.424, -1.382, 1.275], [0.413, 0.311, -0.054], [-0.857, -0.587, 0.075], [0.028, 0.270, -0.051], [0.240, -0.212, 0.025], [-0.455, 0.570, -0.200], [0.920, 0.156, -0.182], [-0.188, 0.333, -0.012], [0.265, 0.052, -0.002], [-0.206, -0.009, 0.042], [0.018, -0.110, -0.034], [0.060, -0.019, 0.010], [-0.067, 0.080, 0.016], [-0.137, -0.062, 0.081], [0.137, 0.171, 0.150], [-0.158, -0.199, 0.042], [0.117, 0.708, -0.250], [-0.013, 0.011, -0.092], [0.078, -0.075, 0.034], [0.015, -0.014, -0.048], [0.189, 0.066, -0.024], [0.022, -0.388, 0.145], [-0.018, 0.176, -0.027], [-0.077, -0.316, 0.194], [0.196, 0.150, -0.271], [-0.030, 0.052, 0.053], [0.035, -0.001, -0.082], [-0.037, -0.007, -0.022], [0.054, 0.058, 0.036], [0.008, -0.198, -0.185], [0.051, 0.084, -0.619], [0.238, 0.106, 0.016], [-0.414, 0.223, -0.039]]}


{"formula": "C8H12BrN2O3S", "method": "ωB97M-V with the def2-TZVPD basis set", "e_above_lowest_ev": 1.242, "spin_multiplicity": 1, "charge": 1, "elements": ["C", "C", "C", "C", "C", "C", "C", "C", "N", "N", "O", "O", "O", "S", "Br", "H", "H", "H", "H", "H", "H", "H", "H", "H", "H", "H", "H"], "coordinates": [[-0.309, -0.804, 1.212], [-0.571, 0.594, 1.172], [1.311, -0.256, -1.234], [0.354, -3.120, 1.481], [1.519, -0.959, 0.029], [-2.307, 2.453, -0.992], [0.629, -0.932, -2.348], [-1.980, 2.379, 0.441], [-0.362, -1.942, 1.609], [2.323, -0.113, 0.913], [0.349, 1.261, 1.654], [1.789, 0.861, -1.440], [-1.676, 0.984, 0.666], [1.748, -2.731, 0.063], [-1.009, -1.662, -1.589], [0.824, -3.598, 2.343], [-0.208, -3.925, 0.940], [-2.433, 3.454, -1.173], [-1.512, 2.090, -1.642], [-3.244, 1.887, -1.209], [1.195, -1.727, -2.758], [0.147, -0.247, -3.074], [-2.789, 2.621, 0.989], [-1.102, 3.024, 0.663], [2.962, 0.417, 0.204], [2.783, -0.668, 1.656], [1.569, 0.660, 1.425]], "forces_ev_per_angstrom": [[2.007, -4.159, -1.395], [-0.074, 0.924, 0.963], [1.228, 1.255, -1.103], [0.045, -0.771, -2.365], [-0.895, -1.223, 1.485], [-0.728, -2.195, -0.684], [-2.499, 0.548, -0.143], [3.588, -0.011, -1.822], [-0.760, 1.047, 1.360], [0.663, 1.441, -0.526], [-0.509, 0.939, -0.009], [-0.328, -0.753, 0.947], [0.008, -0.866, 0.574], [-0.388, 1.814, 0.843], [-0.792, -0.598, -0.418], [-0.107, 0.870, 0.177], [0.034, 0.934, 0.584], [-0.629, 2.522, -0.945], [0.072, -0.041, 0.124], [0.701, 0.508, 0.032], [0.465, -0.676, -0.566], [1.311, -0.248, 0.265], [-2.515, 0.657, 2.275], [-0.549, -0.614, 0.230], [-0.757, -0.642, 1.967], [0.127, 0.463, -0.837], [1.280, -1.127, -1.013]]}


{"formula": "C8H12Cl2InN2O3PrS", "method": "ωB97M-V with the def2-TZVPD basis set", "spin_multiplicity": 3, "charge": 4, "e_tot_ha": -2671.301221, "elements": ["Pr", "In", "Cl", "Cl", "C", "C", "C", "O", "O", "O", "C", "C", "N", "C", "S", "N", "C", "C", "H", "H", "H", "H", "H", "H", "H", "H", "H", "H", "H", "H"], "coordinates": [[-1.940, -0.380, -5.824], [1.122, -0.612, -1.862], [-2.576, -2.519, -4.664], [0.293, 1.080, -3.600], [1.264, 1.770, -0.665], [-0.032, -1.763, -6.404], [-0.218, 0.532, -7.386], [1.045, 2.891, -0.790], [1.004, -2.250, -6.678], [0.663, 0.875, -8.056], [1.989, -1.721, 3.120], [1.347, -0.687, 2.227], [0.118, -1.288, 1.604], [-0.652, -0.486, 0.781], [-1.131, -0.974, -0.810], [-1.018, 0.733, 1.257], [-1.445, 0.856, 2.677], [-1.213, 2.275, 3.161], [1.295, -2.060, 3.890], [2.841, -1.263, 3.613], [2.343, -2.583, 2.551], [1.028, 0.202, 2.785], [2.022, -0.339, 1.416], [0.317, -2.192, 1.143], [-1.611, 1.263, 0.609], [-2.506, 0.601, 2.756], [-0.875, 0.134, 3.269], [-1.936, 2.968, 2.707], [-1.344, 2.316, 4.248], [-0.196, 2.621, 2.924]], "forces_ev_per_angstrom": [[-3.097, -0.349, 1.957], [-1.372, 1.710, -0.199], [0.661, 1.243, -0.610], [0.286, -1.517, 0.057], [-0.664, 3.943, -0.951], [7.847, -4.308, -1.967], [5.491, 2.721, -4.640], [0.923, -4.184, 0.814], [-6.386, 2.766, 1.710], [-4.329, -1.620, 3.243], [0.112, 0.032, 0.051], [-0.303, 0.251, 0.528], [-0.605, 0.634, -3.284], [1.370, 0.571, 3.197], [0.646, -0.378, -0.326], [-1.191, -2.156, -1.395], [0.512, 0.450, 1.022], [0.051, 0.437, -0.039], [0.026, 0.042, -0.071], [0.155, -0.052, 0.069], [0.004, 0.014, 0.051], [0.263, -0.283, -0.099], [-0.190, -0.234, 0.241], [-0.274, 0.363, 0.786], [0.347, 0.086, 0.249], [0.050, -0.100, -0.275], [-0.269, 0.169, -0.205], [0.225, -0.141, 0.159], [-0.024, -0.002, -0.232], [-0.264, -0.108, 0.157]]}


{"formula": "C8H12F2N2Si", "method": "ωB97M-V with the def2-TZVPD basis set", "e_above_lowest_ev": 4.499, "spin_multiplicity": 1, "charge": 0, "elements": ["C", "C", "C", "C", "C", "C", "C", "C", "N", "N", "F", "F", "Si", "H", "H", "H", "H", "H", "H", "H", "H", "H", "H", "H", "H"], "coordinates": [[0.203, 1.879, -0.673], [-0.010, -0.112, 1.245], [-2.269, -1.988, 0.402], [-2.208, 1.500, -0.776], [3.236, 0.401, 1.362], [-1.006, -1.614, -0.380], [-0.779, 0.844, -0.966], [-0.437, -0.294, -0.081], [0.902, 2.749, -0.420], [0.488, -0.045, 2.297], [3.357, -1.230, -1.115], [3.464, 1.053, -1.604], [2.918, 0.177, -0.412], [-2.234, -2.539, 1.291], [-3.023, -2.431, -0.148], [-2.661, -0.961, 0.833], [-2.317, 2.378, -1.466], [-2.368, 1.721, 0.308], [-3.019, 0.750, -1.009], [3.503, 1.479, 1.490], [2.383, -0.142, 1.845], [4.097, -0.174, 1.764], [-0.260, -2.445, -0.410], [-1.278, -1.469, -1.405], [-0.680, 0.511, -1.973]], "forces_ev_per_angstrom": [[-0.324, 0.347, -0.613], [0.738, 0.328, 0.635], [0.057, 4.265, 1.391], [-0.579, -0.986, 0.096], [1.490, -0.492, 0.230], [0.109, -1.685, -0.691], [-0.690, 1.263, 1.005], [0.986, -0.413, 1.325], [0.537, 0.381, 0.207], [-1.055, -0.093, -0.366], [-0.322, 0.115, 1.067], [0.205, 1.303, 0.154], [-0.809, -2.081, -1.445], [1.069, -1.108, 1.274], [-1.432, -0.704, -1.551], [0.209, -1.860, -1.007], [0.072, -0.708, 0.923], [0.280, 0.353, -0.961], [0.936, 0.693, -0.055], [-1.081, -0.770, 0.557], [0.357, 1.557, 0.044], [-0.082, 0.237, -0.720], [-0.348, 0.674, 0.309], [-0.492, -0.533, -0.907], [0.168, -0.085, -0.900]]}


{"formula": "C8H12FN", "method": "ωB97M-V with the def2-TZVPD basis set", "e_above_lowest_ev": 3.175, "spin_multiplicity": 1, "charge": 0, "smiles": "CC(C)/N=C/C=C\\C=C\\F", "elements": ["C", "C", "C", "N", "C", "C", "C", "C", "C", "F", "H", "H", "H", "H", "H", "H", "H", "H", "H", "H", "H", "H"], "coordinates": [[-1.908, 0.012, -1.041], [-0.876, -1.038, -0.724], [-1.468, -2.147, 0.333], [0.419, -0.490, -0.274], [0.909, -0.634, 0.888], [1.946, 0.193, 1.408], [2.100, 1.565, 1.192], [1.324, 2.197, 0.177], [1.013, 1.537, -0.949], [0.253, 2.171, -1.892], [-1.992, 0.696, -0.295], [-1.603, 0.530, -1.979], [-2.944, -0.456, -1.100], [-0.725, -1.601, -1.608], [-0.736, -2.812, 0.580], [-2.406, -2.518, -0.218], [-1.831, -1.603, 1.121], [0.817, -1.412, 1.679], [2.560, -0.384, 2.059], [2.647, 2.281, 1.864], [0.978, 3.237, 0.259], [1.522, 0.677, -1.481]], "forces_ev_per_angstrom": [[-0.601, -1.648, -2.377], [-0.168, -2.448, 2.882], [-2.193, 2.631, -5.036], [-2.479, -0.551, -0.229], [1.197, -0.346, 0.298], [1.280, 1.961, -0.361], [-0.586, -0.676, 0.582], [-0.017, 0.654, 0.198], [1.287, -0.521, -2.776], [-0.121, -0.056, 0.602], [-0.031, 2.227, 2.285], [-0.649, -0.285, 0.609], [1.347, 0.432, -0.438], [0.588, -0.476, -1.067], [1.581, -2.173, 0.616], [1.596, -0.230, 0.945], [-0.716, 1.139, 2.428], [-1.397, -0.054, -0.822], [0.527, 0.338, 0.975], [-0.271, -1.279, -0.537], [0.165, -0.535, 0.072], [-0.339, 1.894, 1.148]]}


{"formula": "C8H12FN3O", "method": "ωB97M-V with the def2-TZVPD basis set", "e_above_lowest_ev": 3.310, "spin_multiplicity": 1, "charge": 0, "elements": ["C", "C", "C", "C", "C", "C", "C", "C", "N", "N", "N", "O", "F", "H", "H", "H", "H", "H", "H", "H", "H", "H", "H", "H", "H"], "coordinates": [[4.218, 1.103, -0.413], [2.197, 0.713, 0.283], [-0.187, 0.646, -0.003], [-0.443, 1.825, 0.927], [-2.439, -0.130, -0.135], [-0.570, -1.511, -1.258], [2.671, -1.829, 0.414], [-0.991, -0.363, -0.353], [3.102, 1.694, -0.078], [4.290, -0.223, -0.358], [3.107, -0.651, 0.130], [1.112, 0.562, -0.509], [1.458, -1.947, 1.004], [5.042, 1.579, -0.710], [2.043, 0.888, 1.305], [0.290, 2.578, 0.811], [-0.678, 1.402, 1.874], [-1.303, 2.287, 0.535], [-2.523, -0.016, 0.998], [-2.964, -1.036, -0.379], [-2.835, 0.735, -0.606], [-1.329, -1.652, -2.009], [-0.208, -2.459, -0.886], [0.323, -1.313, -2.004], [3.411, -2.593, 0.303]], "forces_ev_per_angstrom": [[-4.230, -1.011, 1.318], [0.699, -0.433, -0.401], [1.433, -0.819, 0.341], [-0.551, -1.828, -1.994], [0.270, -1.275, 3.072], [2.143, 1.050, -2.424], [0.775, 2.008, 0.008], [0.891, 0.904, -1.092], [1.213, 0.564, -1.083], [0.551, -2.678, 0.128], [-1.675, 1.593, 0.331], [-0.116, 0.083, -0.498], [1.446, -0.160, -0.719], [3.094, 2.037, -1.135], [-1.012, -0.606, 1.761], [1.216, 0.442, 0.558], [0.169, 0.323, 1.187], [-1.520, 0.684, -0.160], [-0.534, 0.068, -1.318], [-0.645, -0.145, -0.241], [-0.395, 0.675, -0.555], [-0.742, -0.515, 0.086], [-0.631, -0.237, 0.893], [-1.342, 0.472, 1.700], [-0.508, -1.196, 0.235]]}


- Look up the charge of the fifth one.
  0


Please write out number 3 again, unchanged.
{"formula": "C8H12Cl2InN2O3PrS", "method": "ωB97M-V with the def2-TZVPD basis set", "spin_multiplicity": 3, "charge": 4, "e_tot_ha": -2671.301221, "elements": ["Pr", "In", "Cl", "Cl", "C", "C", "C", "O", "O", "O", "C", "C", "N", "C", "S", "N", "C", "C", "H", "H", "H", "H", "H", "H", "H", "H", "H", "H", "H", "H"], "coordinates": [[-1.940, -0.380, -5.824], [1.122, -0.612, -1.862], [-2.576, -2.519, -4.664], [0.293, 1.080, -3.600], [1.264, 1.770, -0.665], [-0.032, -1.763, -6.404], [-0.218, 0.532, -7.386], [1.045, 2.891, -0.790], [1.004, -2.250, -6.678], [0.663, 0.875, -8.056], [1.989, -1.721, 3.120], [1.347, -0.687, 2.227], [0.118, -1.288, 1.604], [-0.652, -0.486, 0.781], [-1.131, -0.974, -0.810], [-1.018, 0.733, 1.257], [-1.445, 0.856, 2.677], [-1.213, 2.275, 3.161], [1.295, -2.060, 3.890], [2.841, -1.263, 3.613], [2.343, -2.583, 2.551], [1.028, 0.202, 2.785], [2.022, -0.339, 1.416], [0.317, -2.192, 1.143], [-1.611, 1.263, 0.609], [-2.506, 0.601, 2.756], [-0.875, 0.134, 3.269], [-1.936, 2.968, 2.707], [-1.344, 2.316, 4.248], [-0.196, 2.621, 2.924]], "forces_ev_per_angstrom": [[-3.097, -0.349, 1.957], [-1.372, 1.710, -0.199], [0.661, 1.243, -0.610], [0.286, -1.517, 0.057], [-0.664, 3.943, -0.951], [7.847, -4.308, -1.967], [5.491, 2.721, -4.640], [0.923, -4.184, 0.814], [-6.386, 2.766, 1.710], [-4.329, -1.620, 3.243], [0.112, 0.032, 0.051], [-0.303, 0.251, 0.528], [-0.605, 0.634, -3.284], [1.370, 0.571, 3.197], [0.646, -0.378, -0.326], [-1.191, -2.156, -1.395], [0.512, 0.450, 1.022], [0.051, 0.437, -0.039], [0.026, 0.042, -0.071], [0.155, -0.052, 0.069], [0.004, 0.014, 0.051], [0.263, -0.283, -0.099], [-0.190, -0.234, 0.241], [-0.274, 0.363, 0.786], [0.347, 0.086, 0.249], [0.050, -0.100, -0.275], [-0.269, 0.169, -0.205], [0.225, -0.141, 0.159], [-0.024, -0.002, -0.232], [-0.264, -0.108, 0.157]]}